Entry 1:
Entry from the Open Molecules 2025 dataset: a molecular structure, C8H17BNNbO2P at a distorted geometry (ωB97M-V with the def2-TZVPD basis set).

charge: -1
Kohn-Sham gap: 5.9 eV
molecular weight: 293.92 g/mol
HOMO level: -3.6 eV

Last column: Löwdin charge in e.
CARTESIAN COORDINATES (ANGSTROEM)
Nb1 0.14227 -1.50070 0.45054  1.00
P1 -1.94364 -1.87535 1.88444  0.59
O1 2.33497 -2.11540 -1.85372  -0.05
O2 -3.28473 -1.53688 0.85559  -0.47
N1 -2.05437 2.43751 -0.36257  0.05
C1 -0.56512 0.47948 -2.07229  -0.11
C2 2.63615 1.25002 0.26606  -0.19
C3 -1.48270 1.28879 0.06304  -0.23
C4 -1.15243 1.68771 -2.56499  -0.11
C5 -0.74049 0.30560 -0.65065  -0.34
C6 3.08441 0.11071 -0.70214  -0.24
C7 -2.04785 -0.72519 3.38715  -0.40
C8 -1.81798 2.55697 -1.68507  -0.22
B1 2.06793 -1.13256 -0.84741  -0.62
H1 3.22368 0.56596 -1.71729  0.09
H2 -1.08591 1.94518 -3.63707  0.09
H3 -1.61718 1.08795 1.14703  0.06
H4 -2.81731 0.04007 3.14670  0.02
H5 3.42204 2.04970 0.21765  0.06
H6 -0.00016 -0.24826 -2.67056  0.08
H7 -1.08167 -0.17714 3.44645  -0.01
H8 -0.60248 -2.55291 -0.88333  -0.12
H9 -3.42310 -2.39123 0.41290  0.00
H10 4.07740 -0.28455 -0.37270  0.09
H11 0.95266 -3.01655 1.05397  -0.15
H12 -2.24301 -1.28321 4.32268  0.00
H13 0.85942 -0.49511 1.79493  -0.12
H14 -2.21805 3.49218 -2.13541  0.09
H15 2.58751 0.94849 1.33074  0.03
H16 1.67767 1.73040 -0.02109  0.05
H17 3.11209 -2.64168 -1.60354  0.08

Atomic forces in eV per Å
Nb -1.531 -0.488 -0.301
P 0.257 1.315 0.102
O 0.076 0.317 1.019
O 0.379 -0.568 0.845
N 1.497 -1.734 -1.512
C -1.339 2.008 1.835
C 1.013 0.616 -0.089
C -0.016 -0.587 1.312
C 0.618 -1.189 0.093
C 0.544 -0.307 -1.614
C -0.317 0.049 0.091
C -0.214 0.179 -0.679
C -0.631 1.417 -0.993
B 0.685 0.836 -0.316
H 0.057 -0.447 0.560
H -0.105 0.018 0.687
H 0.052 0.199 -0.702
H 0.208 -0.507 0.454
H -0.614 -0.394 0.064
H -0.403 0.460 0.149
H -0.576 -0.576 0.026
H -0.219 -0.439 0.064
H -0.115 0.465 0.064
H -0.418 0.251 -0.280
H 0.691 -0.272 -0.457
H -0.136 0.484 -0.465
H 0.201 -0.165 0.685
H 0.212 -0.639 0.262
H -0.168 -0.076 -0.717
H 0.468 -0.531 0.144
H -0.155 0.306 -0.332


Entry 2:
Entry from the Open Molecules 2025 dataset: a molecular structure, C8H17CeO3P2 at a distorted geometry (ωB97M-V with the def2-TZVPD basis set).

charge: +1
Kohn-Sham gap (alpha / beta): 3.1 / 3.1 eV
molecular weight: 363.28 g/mol
energy relative to the best compared isomer or geometry (same formula, charge and spin): 0.0 kcal/mol
HOMO level (alpha / beta): -9.6 / -9.6 eV

Last column: Löwdin charge in e.
CARTESIAN COORDINATES (ANGSTROEM)
Ce1 -0.97118 0.31486 -0.94258  0.94
P1 -1.06378 -1.72597 2.20395  1.18
P2 -0.32750 -2.96447 -1.43503  0.74
O1 -1.25095 -0.17663 1.62103  -0.55
O2 0.99863 -0.01588 -0.47000  -0.45
O3 -0.03074 -1.59146 3.41074  -0.42
C1 1.35720 -1.17324 3.44548  -0.06
C2 -0.56168 -0.44499 -2.91245  -0.27
C3 -1.24316 2.00004 -2.79634  -0.18
C4 -1.06254 0.72165 -3.35689  -0.27
C5 -1.05554 0.97612 2.49429  -0.06
C6 -1.05684 2.69837 -1.58488  -0.25
C7 2.37465 0.11542 -0.15344  -0.13
C8 -0.64522 2.36412 -0.34237  -0.18
H1 -0.37836 -3.47891 -2.76233  -0.10
H2 -0.80850 0.64045 3.50284  0.09
H3 1.56319 -1.01094 4.50290  0.11
H4 2.57987 -0.18507 0.88151  0.06
H5 -1.98124 1.54770 2.49050  0.12
H6 -0.25949 1.59871 2.08955  0.09
H7 1.55272 -0.25541 2.88019  0.08
H8 1.97644 -1.98982 3.06935  0.10
H9 1.03134 -3.35245 -1.22877  -0.10
H10 -1.35584 3.73923 -1.75212  0.13
H11 -0.93825 -4.11824 -0.86342  -0.14
H12 -0.62619 2.99798 0.53208  0.06
H13 -1.42438 0.76057 -4.39393  0.14
H14 3.02140 -0.50095 -0.79163  0.09
H15 -1.58343 2.69955 -3.56442  0.12
H16 -0.53558 -1.34621 -3.51811  0.02
H17 2.70494 1.15588 -0.25571  0.09

Atomic forces in eV per Å
Ce 0.686 -2.195 1.515
P 0.909 1.902 0.174
P -0.092 -0.589 0.193
O -0.168 -1.730 1.231
O 0.668 -0.182 0.784
O -1.132 -0.430 -1.581
C 0.622 0.197 0.425
C 0.692 -1.595 0.029
C -0.654 1.057 -1.392
C -0.497 0.459 -2.677
C 0.161 0.406 0.243
C -0.053 2.576 0.332
C -0.111 0.147 -0.142
C 0.010 -0.398 0.943
H -0.078 0.276 0.292
H -0.115 0.103 -0.145
H 0.089 0.009 -0.163
H -0.141 -0.023 -0.053
H -0.031 -0.107 -0.023
H 0.039 -0.268 -0.024
H -0.358 -0.236 0.036
H -0.157 0.105 0.017
H -0.426 0.130 0.094
H 0.096 -0.168 0.161
H 0.328 0.035 -0.058
H 0.158 0.586 -0.392
H 0.178 -0.155 0.278
H -0.322 0.030 -0.063
H -0.126 -0.369 0.338
H -0.030 0.511 -0.316
H -0.146 -0.082 -0.054